<one>
Entry from the Open Molecules 2025 dataset: one molecule with the formula C5H10N2S (wB97M-V/def2-TZVPD).

Last columns: bonded neighbours and bond lengths (Å).
CARTESIAN COORDINATES (ANGSTROEM)
1 H 2.289 -0.503 1.714  N12 1.032
2 C -0.667 0.340 -0.056  C3 1.319, H10 1.104, S15 1.727
3 C 0.648 0.324 -0.149  C2 1.319, C9 1.488, C11 1.483
4 H 2.154 1.727 0.365  C11 1.098
5 H 0.600 -1.742 -1.525  N18 1.012
6 H -4.065 -0.993 0.274  C13 1.097
7 H -3.306 0.452 1.066  C13 1.103
8 H 2.989 -1.819 0.868  N12 0.982
9 C 1.470 -0.915 -0.106  C3 1.488, N12 1.383, N18 1.271
10 H -1.070 1.346 0.154  C2 1.104
11 C 1.344 1.615 -0.368  C3 1.483, H4 1.098, H14 1.104, H16 1.094
12 N 2.497 -0.970 0.818  H1 1.032, H8 0.982, C9 1.383
13 C -3.326 -0.189 0.169  H6 1.097, H7 1.103, S15 1.792, H17 1.114
14 H 1.795 1.508 -1.370  C11 1.104
15 S -1.741 -1.010 0.001  C2 1.727, C13 1.792
16 H 0.678 2.466 -0.194  C11 1.094
17 H -3.642 0.286 -0.787  C13 1.114
18 N 1.352 -1.923 -0.873  H5 1.012, C9 1.271

Properties
**Molar mass**: 130.2 g mol⁻¹
**Structure (SMILES)**: [H]/N=C(N)\C(C)=C/SC

<two>
Entry from the Open Molecules 2025 dataset: one molecule with the formula C5H10N2S (wB97M-V/def2-TZVPD).

Last columns: bonded neighbours and bond lengths (Å).
CARTESIAN COORDINATES (ANGSTROEM)
1 S -1.392 -0.613 0.955  H12 1.387, C13 1.821
2 N -1.836 1.654 -2.075  C3 1.204
3 C -1.176 1.077 -1.251  N2 1.204, C13 1.538
4 H 2.920 -2.054 -0.742  C17 1.153
5 N 1.531 -0.777 0.438  C9 1.527, H10 0.942, C17 1.455
6 H 1.471 0.533 -1.328  C9 1.217
7 H 1.072 2.132 -0.105  C16 1.167
8 H -0.241 2.594 1.058  C16 1.167
9 C 0.718 -0.204 -0.720  N5 1.527, H6 1.217, C13 1.520, H18 1.151
10 H 2.095 -0.110 0.793  N5 0.942
11 H 1.034 1.058 1.349  C16 1.108
12 H -0.328 -1.298 1.524  S1 1.387
13 C -0.402 0.556 -0.028  S1 1.821, C3 1.538, C9 1.520, C16 1.537
14 H 1.697 -2.932 0.215  C17 1.178
15 H 3.149 -2.068 1.066  C17 1.133
16 C 0.371 1.666 0.703  H7 1.167, H8 1.167, H11 1.108, C13 1.537
17 C 2.360 -1.960 0.261  H4 1.153, N5 1.455, H14 1.178, H15 1.133
18 H 0.313 -1.003 -1.443  C9 1.151

Properties
**Molar mass**: 130.2 g mol⁻¹
**Structure (SMILES)**: CNC[C@](C)(S)C#N

<three>
Entry from the Open Molecules 2025 dataset: one molecule with the formula C5H10N2S (wB97M-V/def2-TZVPD).

Last columns: bonded neighbours and bond lengths (Å).
CARTESIAN COORDINATES (ANGSTROEM)
1 C 0.001 -0.086 -0.476  N2 1.412, N10 1.330, C12 1.507
2 N 0.545 -1.010 0.444  C1 1.412, C3 1.427, H8 0.962
3 C 1.917 -1.212 0.110  N2 1.427, H5 1.160, H9 1.295, C18 1.540
4 H -0.846 2.219 0.524  C11 1.096
5 H 2.088 -1.918 -0.794  C3 1.160
6 H -3.233 -0.891 0.856  S15 1.464
7 H 2.599 0.850 0.267  C18 1.084
8 H -0.108 -1.705 0.573  N2 0.962
9 H 2.406 -1.885 1.102  C3 1.295
10 N 0.979 0.697 -0.922  C1 1.330, C18 1.350
11 C -1.587 1.412 0.545  H4 1.096, C12 1.535, H14 1.041, H17 1.142
12 C -1.439 0.351 -0.555  C1 1.507, C11 1.535, H13 1.118, S15 1.886
13 H -1.457 0.970 -1.486  C12 1.118
14 H -2.506 1.893 0.461  C11 1.041
15 S -2.730 -1.023 -0.513  H6 1.464, C12 1.886
16 H 2.920 0.174 -1.254  C18 1.099
17 H -1.697 0.968 1.591  C11 1.142
18 C 2.149 0.196 -0.471  C3 1.540, H7 1.084, N10 1.350, H16 1.099

Properties
**Molar mass**: 130.2 g mol⁻¹
**Structure (SMILES)**: C[C@H](S)C1=NCCN1

<four>
Entry from the Open Molecules 2025 dataset: a 2-piece molecular cluster, C5H10N2S overall (wB97M-V/def2-TZVPD).

Last columns: bonded neighbours and bond lengths (Å).
CARTESIAN COORDINATES (ANGSTROEM)
1 N -0.072 0.573 -1.463  S2 1.704, C7 1.486, C12 1.290
2 S 1.613 0.816 -1.405  N1 1.704
3 H 1.346 -1.894 2.900  C13 1.027
4 H -1.175 2.743 0.768  C16 1.119
5 N -0.937 -1.320 0.849  C9 1.150
6 H -1.967 0.818 -0.941  C12 1.084
7 C -0.605 -0.562 -2.260  N1 1.486, H10 1.020, H15 1.154, H17 1.147
8 H 2.088 -2.189 1.220  C13 1.152
9 C 0.024 -1.600 1.415  N5 1.150, C13 1.449
10 H -1.547 -0.742 -1.910  C7 1.020
11 H 0.338 2.673 0.037  C16 1.078
12 C -0.949 1.040 -0.640  N1 1.290, H6 1.084, C16 1.515
13 C 1.383 -1.601 1.916  H3 1.027, H8 1.152, C9 1.449, H14 1.142
14 H 1.893 -0.585 1.812  C13 1.142
15 H 0.045 -1.499 -2.082  C7 1.154
16 C -0.420 2.001 0.405  H4 1.119, H11 1.078, C12 1.515, H18 1.067
17 H -0.655 -0.138 -3.325  C7 1.147
18 H 0.039 1.580 1.271  C16 1.067

Properties
**Molar mass**: 130.2 g mol⁻¹
**Structure (SMILES)**: C/C=[N+](/C)[S-].CC#N

Out of the structures above, which one is the least stable? Solution: <two>.